[1]
Density functional theory data (ωB97M-V/def2-TZVPD) for an isolated molecule of C13H10N2OS in a non-equilibrium geometry.

Structure (ORCA input):
```
! RIJCOSX wB97M-V def2-TZVPD def2/J DEFGRID3
* xyz 0 1
C -0.72 -2.18 0.12
N -0.70 -0.76 0.01
C -1.85 0.08 -0.02
C -3.30 -0.41 -0.01
C -4.25 0.47 -0.14
C -3.95 1.91 0.05
C -2.66 2.23 0.15
C -1.63 1.37 -0.13
N -0.31 1.44 -0.11
C 0.21 0.13 -0.01
C 1.52 0.10 0.01
C 2.20 -1.18 -0.14
C 3.70 -1.25 -0.14
C 4.04 0.36 0.04
C 5.34 0.81 -0.12
O 5.56 1.97 0.15
H 6.18 -0.12 0.04
S 2.58 1.23 0.11
H 4.51 -1.75 -0.12
H 1.84 -2.21 0.06
H -2.30 3.39 -0.12
H -4.78 2.85 0.14
H -5.34 0.52 0.07
H -3.73 -1.36 0.21
H -1.78 -2.41 -0.15
H -0.21 -2.53 -0.88
H -0.20 -2.70 0.91
*
```

Structure (SMILES)   Cn1c(-c2ccc(C=O)s2)nc2ccccc21
ΔE to the lowest compared entry with this formula, charge and spin   8.060 eV


[2]
Density functional theory data (ωB97M-V/def2-TZVPD) for a structure of composition C13H11BrNO12P in a non-equilibrium geometry.

Structure (ORCA input):
```
! RIJCOSX wB97M-V def2-TZVPD def2/J DEFGRID3
* xyz 0 1
O -1.87 -2.24 -3.97
C -1.52 -1.58 -4.90
O -0.26 -1.12 -5.04
N -2.34 -1.20 -6.01
Br -2.57 -2.62 -7.20
P -3.87 -0.41 -5.63
O -4.70 -1.35 -4.62
O -3.33 0.75 -4.62
H 0.29 -1.56 -4.37
H -4.53 -2.30 -4.75
H -2.65 1.26 -5.08
C 2.55 2.31 -2.13
C 1.66 1.45 -2.65
C 0.99 0.41 -1.80
O 0.18 -0.33 -2.34
C 1.34 0.33 -0.39
C 2.23 1.19 0.13
C 2.89 2.25 -0.72
O 3.67 3.00 -0.18
O 2.60 1.18 1.40
O 1.32 1.46 -3.93
H 3.04 3.07 -2.73
H 0.85 -0.44 0.19
H 3.25 1.91 1.48
H 0.66 0.74 -4.04
C 1.15 0.47 5.34
C 0.86 -0.15 4.18
C -0.31 -1.09 4.05
O -0.50 -1.60 2.96
C -1.13 -1.34 5.22
C -0.84 -0.73 6.37
C 0.31 0.23 6.50
O 0.49 0.76 7.58
O -1.55 -0.92 7.48
O 1.58 0.01 3.08
H 1.98 1.14 5.45
H -1.95 -2.03 5.11
H -1.13 -0.35 8.16
H 1.15 -0.55 2.41
*
```

ΔE to the lowest compared entry with this formula, charge and spin   0.000 eV


[3]
Density functional theory data (ωB97M-V/def2-TZVPD) for an isolated molecule of C13H11N3O4 in a non-equilibrium geometry.

Structure (ORCA input):
```
! RIJCOSX wB97M-V def2-TZVPD def2/J DEFGRID3
* xyz 0 1
O 0.25 1.94 2.14
N 1.13 3.39 -1.74
N 1.58 4.83 -0.01
O 0.87 -0.47 3.58
O -1.82 -0.54 0.39
O 1.61 0.76 -0.67
C 0.63 0.93 1.55
C 1.96 4.32 -1.30
C 0.56 4.11 0.31
C 1.87 -1.29 4.01
C -2.33 -1.80 0.07
C 2.69 -1.66 3.00
C -1.46 -2.48 -0.70
C 2.33 -0.92 1.80
C -0.24 -1.75 -0.79
C 1.33 -0.05 2.29
C -0.47 -0.52 -0.10
N 0.31 3.19 -0.69
C 0.37 0.73 0.07
C -0.54 2.04 -0.36
H 1.60 1.46 -1.36
H 2.98 4.49 -1.76
H -0.04 4.24 1.18
H 1.86 -1.80 4.96
H -3.45 -2.04 0.01
H 3.44 -2.43 3.14
H -1.63 -3.44 -1.19
H 2.72 -1.01 0.77
H 0.58 -1.90 -1.42
H -1.03 1.80 -1.25
H -1.26 2.26 0.46
*
```

Structure (SMILES)   O=C(c1ccco1)[C@](O)(Cn1cncn1)c1ccco1
ΔE to the lowest compared entry with this formula, charge and spin   1.705 eV


[4]
Density functional theory data (ωB97M-V/def2-TZVPD) for a structure of composition C13H11N5O5SeTl in a non-equilibrium geometry.

Structure (ORCA input):
```
! RIJCOSX wB97M-V def2-TZVPD def2/J DEFGRID3
* xyz -1 1
Tl -0.26 -1.20 0.04
C 4.86 -1.33 -2.25
N 4.27 -0.66 -1.11
C 5.02 -0.16 -0.10
C 4.46 0.47 0.95
C 3.03 0.60 0.95
N 2.29 0.11 -0.04
C 2.85 -0.54 -1.08
O 2.22 -1.04 -2.00
N 2.43 1.23 1.95
H 5.94 -1.25 -2.19
H 4.50 -0.87 -3.17
H 4.57 -2.38 -2.27
H 6.09 -0.30 -0.20
H 5.06 0.86 1.76
H 2.93 1.53 2.76
H 1.42 1.25 1.98
Se 0.42 0.31 5.22
C 0.02 -0.02 3.54
N -0.18 -0.23 2.41
O -4.32 0.23 -0.01
C -3.20 0.74 -0.03
O -2.14 0.25 -0.52
C -3.11 2.16 0.55
C -4.29 2.83 0.87
C -4.28 4.12 1.37
C -3.07 4.76 1.59
C -1.89 4.08 1.29
C -1.90 2.79 0.77
N -0.63 4.77 1.52
O 0.39 4.11 1.54
O -0.66 5.98 1.70
H -5.22 2.30 0.71
H -5.20 4.63 1.60
H -3.02 5.76 2.00
H -0.98 2.29 0.51
*
```

E_tot   -101389.084 eV


[5]
Density functional theory data (ωB97M-V/def2-TZVPD) for an isolated molecule of C13H12 in a non-equilibrium geometry.

Structure (ORCA input):
```
! RIJCOSX wB97M-V def2-TZVPD def2/J DEFGRID3
* xyz 0 1
C 1.98 0.59 -2.29
C 1.43 0.53 -1.23
C -2.25 -2.83 -0.48
C -1.03 -2.87 -1.09
C -2.60 -1.71 0.23
C -0.07 -1.85 -0.85
C -1.71 -0.64 0.45
C -0.47 -0.65 -0.25
C 2.61 0.32 1.58
C -0.07 3.02 -0.27
C 1.41 -0.15 1.27
C 0.19 1.97 0.50
C 0.68 0.33 -0.05
H 2.34 0.80 -3.27
H -2.95 -3.63 -0.65
H -0.72 -3.60 -1.86
H -3.57 -1.78 0.80
H 0.94 -1.87 -1.17
H -1.88 0.24 1.16
H 2.99 0.01 2.55
H 3.09 1.18 1.14
H -0.36 4.01 0.09
H -0.11 3.12 -1.27
H 1.04 -1.07 1.70
H 0.19 2.02 1.52
*
```

Structure (SMILES)   C#CC(C=C)(C=C)c1ccccc1
ΔE to the lowest compared entry with this formula, charge and spin   1.635 eV


[6]
Density functional theory data (ωB97M-V/def2-TZVPD) for a structure of composition C13H12BrCdN7S4Sb.

Structure (ORCA input):
```
! RIJCOSX wB97M-V def2-TZVPD def2/J DEFGRID3
* xyz -1 1
Cd -0.26 -0.93 -1.17
N -2.01 -1.24 1.79
C -0.76 -1.01 2.17
N -0.50 -0.86 3.48
C 0.78 -0.64 3.77
N 1.09 -0.44 5.07
N 1.80 -0.60 2.89
C 1.43 -0.75 1.63
N 0.19 -0.93 1.21
C 2.48 -0.70 0.59
C 3.82 -0.50 0.90
C 4.74 -0.47 -0.13
C 4.30 -0.63 -1.44
C 2.95 -0.82 -1.67
N 2.07 -0.85 -0.67
H -2.71 -1.37 2.50
H -2.22 -1.49 0.82
H 0.39 -0.62 5.76
H 2.06 -0.44 5.33
H 4.10 -0.38 1.93
H 5.79 -0.32 0.08
H 5.00 -0.61 -2.27
H 2.53 -0.92 -2.66
S -4.07 -0.85 -4.06
Sb -2.09 -1.90 -3.66
S -0.31 -0.24 -3.54
S -2.08 -2.59 -1.29
S -1.35 -3.65 -4.88
Br 0.34 2.55 0.52
C -1.31 2.38 -0.42
C -1.94 3.53 -0.85
C -3.12 3.37 -1.56
C -3.60 2.10 -1.80
C -2.89 1.02 -1.30
N -1.75 1.16 -0.62
H -1.52 4.50 -0.65
H -3.64 4.24 -1.95
H -4.49 1.91 -2.39
H -3.23 0.01 -1.48
*
```

ΔE to the lowest compared entry with this formula, charge and spin   0.026 eV


[7]
Density functional theory data (ωB97M-V/def2-TZVPD) for a structure of composition C13H12BrN3PdS3 in a non-equilibrium geometry.

Structure (ORCA input):
```
! RIJCOSX wB97M-V def2-TZVPD def2/J DEFGRID3
* xyz -2 1
Pd 0.04 -1.13 -0.75
S 1.79 -2.87 2.32
C 1.90 -1.22 1.87
N 1.51 -0.56 0.83
C 1.99 0.75 0.80
C 1.71 1.72 -0.17
C 2.38 2.98 -0.14
C 3.30 3.25 0.87
C 3.46 2.35 1.94
C 2.84 1.14 1.85
S 2.92 -0.20 3.02
H 1.05 1.45 -0.96
H 2.29 3.57 -0.95
H 3.96 4.05 0.71
H 4.23 2.44 2.72
C -1.52 -1.89 1.62
C -1.64 -1.14 0.34
C -1.93 -1.82 -0.94
C -2.31 -0.91 -2.00
N -2.64 0.38 -1.80
C -2.73 0.80 -0.56
S -3.54 2.32 0.00
N -2.19 0.10 0.49
C -2.44 -1.34 -3.47
H -0.70 -2.58 1.62
H -2.50 -2.18 1.90
H -1.25 -1.23 2.47
H -2.16 -2.83 -0.85
H -2.19 0.50 1.43
H -2.59 -0.48 -4.12
H -3.16 -2.15 -3.57
H -1.44 -1.71 -3.65
Br 1.54 -1.53 -2.89
*
```

E_tot   -124177.107 eV


[8]
Density functional theory data (ωB97M-V/def2-TZVPD) for a structure of composition C13H12Cl2IN4OPd.

Structure (ORCA input):
```
! RIJCOSX wB97M-V def2-TZVPD def2/J DEFGRID3
* xyz 1 3
Pd 0.94 -0.56 0.26
O -0.02 -1.66 -1.29
C -1.11 -1.51 -1.90
C -1.56 -2.60 -2.73
C -2.72 -2.53 -3.43
C -3.52 -1.38 -3.33
C -3.13 -0.31 -2.54
C -1.94 -0.32 -1.81
C -1.57 0.84 -1.02
N -0.59 0.94 -0.14
C -0.60 2.22 0.34
C -1.62 2.91 -0.25
N -2.22 2.03 -1.10
H -0.91 -3.47 -2.77
H -3.03 -3.36 -4.06
H -4.45 -1.32 -3.88
H -3.79 0.54 -2.48
H 0.10 2.56 1.08
H -1.95 3.93 -0.14
H -2.99 2.26 -1.71
Cl 3.81 0.66 -0.30
C 4.47 -0.94 0.04
Cl 3.19 -2.18 0.14
H 5.00 -0.92 0.99
H 5.13 -1.22 -0.78
I 2.83 2.78 5.26
C 2.05 1.30 4.07
C 1.34 0.18 4.47
N 1.04 -0.50 3.36
N 1.50 0.10 2.25
C 2.12 1.20 2.68
H 1.05 -0.16 5.45
H 0.53 -1.37 3.28
H 2.60 1.86 1.97
*
```

E_tot   -58302.383 eV


- Number 3 is which compound?
  C13H11N3O4